This record from the Open Molecules 2025 dataset describes a structure of composition C16H32MnN4O8P2. The level of theory is wB97M-V/def2-TZVPD.

ORCA input file:
```
! RIJCOSX wB97M-V def2-TZVPD def2/J DEFGRID3
* xyz 1 5
Mn -0.849 0.276 -1.033
O -4.300 1.281 -2.602
C -3.374 0.560 -2.384
O -2.543 0.791 -1.346
C -3.103 -0.713 -3.153
C -2.905 -1.879 -2.172
C -2.994 -3.218 -2.897
C -1.644 -3.258 -3.658
C -1.026 -1.924 -3.257
O -1.479 -1.777 -1.876
C -1.755 -0.763 -3.958
C -0.924 0.502 -3.904
O -0.760 1.227 -4.841
O -0.302 0.706 -2.734
H -3.959 -0.859 -3.804
H -3.478 -1.807 -1.252
H -3.862 -3.259 -3.553
H -3.072 -4.034 -2.181
H -1.759 -3.333 -4.737
H -1.023 -4.087 -3.323
H 0.057 -1.868 -3.288
H -1.940 -0.972 -5.007
C 3.923 -0.391 -0.431
N 3.125 -1.001 0.640
C 3.905 -1.550 1.753
P 1.572 -0.621 0.822
O 0.948 -0.389 -0.534
O 1.501 0.765 1.659
P 0.174 1.700 1.605
O -0.928 0.961 0.896
N 0.541 3.074 0.822
C 1.742 3.796 1.257
C 0.220 3.233 -0.605
N -0.151 1.938 3.174
C 0.874 2.043 4.216
C -1.367 2.730 3.441
N 0.835 -1.736 1.756
C 0.391 -1.429 3.122
C -0.024 -2.707 1.057
H 4.607 -1.142 -0.827
H 4.509 0.450 -0.055
H 3.280 -0.051 -1.238
H 4.614 -2.279 1.362
H 3.253 -2.057 2.460
H 4.461 -0.764 2.269
H 1.882 3.703 2.332
H 1.625 4.853 1.023
H 2.637 3.420 0.754
H -0.796 2.899 -0.807
H 0.927 2.716 -1.259
H 0.248 4.295 -0.844
H 1.763 1.482 3.939
H 0.477 1.627 5.141
H 1.151 3.083 4.403
H -2.123 2.534 2.682
H -1.149 3.800 3.465
H -1.769 2.426 4.407
H 1.121 -0.808 3.636
H 0.305 -2.368 3.667
H -0.578 -0.924 3.132
H 0.423 -3.021 0.117
H -1.016 -2.298 0.857
H -0.139 -3.583 1.695
*
```

* HOMO level (spin up / spin down): -0.450 / -0.451 Ha
* expectation value of S²: 6.057
* total energy: -89351.14262 eV

---

This record from the Open Molecules 2025 dataset describes a structure of composition C16H32N4O8P2Ti at a distorted geometry. The level of theory is wB97M-V/def2-TZVPD.

ORCA input file:
```
! RIJCOSX wB97M-V def2-TZVPD def2/J DEFGRID3
* xyz 1 2
Ti -0.236 -0.457 1.465
O 1.318 -3.674 3.561
C 0.515 -2.806 3.240
O 0.842 -1.692 2.450
C -1.060 -2.893 3.423
C -1.575 -3.293 2.080
C -3.000 -3.788 1.989
C -3.834 -2.636 2.645
C -2.863 -1.463 2.686
O -1.904 -1.769 1.478
C -1.875 -1.657 3.826
C -1.094 -0.368 3.983
O -0.487 -0.132 4.992
O -1.136 0.437 2.774
H -1.210 -3.718 4.136
H -0.805 -3.707 1.419
H -3.407 -4.025 0.987
H -3.080 -4.676 2.659
H -4.693 -2.351 2.055
H -4.235 -2.841 3.672
H -3.235 -0.410 2.505
H -2.377 -1.814 4.805
C 1.069 4.104 0.999
N 0.985 3.335 -0.265
C 0.645 4.204 -1.466
P 1.603 1.819 -0.311
O 1.240 0.875 0.812
O 1.012 1.165 -1.710
P -0.206 0.106 -1.863
O -0.825 -0.195 -0.483
N 0.587 -1.160 -2.482
C 1.950 -1.108 -3.076
C -0.018 -2.489 -2.280
N -1.322 0.919 -2.693
C -2.759 1.036 -2.397
C -0.943 1.611 -3.898
N 3.229 1.610 -0.374
C 3.977 0.838 0.596
C 4.076 2.012 -1.572
H 0.049 4.319 1.412
H 1.675 5.002 0.931
H 1.560 3.380 1.705
H 1.523 4.735 -1.888
H -0.164 4.876 -1.230
H 0.373 3.515 -2.281
H 2.239 -2.035 -3.604
H 2.717 -0.908 -2.296
H 2.036 -0.236 -3.764
H -0.978 -2.360 -1.739
H 0.701 -3.189 -1.764
H -0.292 -2.994 -3.225
H -2.941 1.484 -1.392
H -3.253 0.054 -2.420
H -3.172 1.635 -3.202
H 0.020 1.182 -4.295
H -0.713 2.695 -3.636
H -1.792 1.512 -4.622
H 3.554 -0.181 0.778
H 4.044 1.355 1.556
H 5.004 0.706 0.150
H 3.856 1.436 -2.459
H 5.130 1.929 -1.346
H 3.955 3.142 -1.734
*
```

* HOMO level (spin up / spin down): -0.371 / -0.448 Ha
* energy relative to the best compared isomer or geometry (same formula, charge and spin): 0.00 kJ/mol
* expectation value of S²: 0.752
* total energy: -81145.16090 eV

---

This record from the Open Molecules 2025 dataset describes a cluster of 4 separate species, C16H32NO13PS4 in total. The level of theory is wB97M-V/def2-TZVPD.

ORCA input file:
```
! RIJCOSX wB97M-V def2-TZVPD def2/J DEFGRID3
* xyz 0 1
O -3.261 -2.699 -0.846
N -4.204 -2.434 -1.472
O -4.164 -1.061 -1.795
C -5.278 -0.635 -2.566
C -5.947 0.537 -1.831
P -7.775 0.296 -1.739
O -8.137 1.701 -0.955
O -8.104 0.748 -3.266
C -5.482 1.907 -2.356
C -4.023 1.882 -2.765
O -3.815 1.135 -3.992
S -4.587 -0.225 -4.200
O -3.632 -1.251 -4.495
O -5.674 -0.022 -5.106
H -5.945 -1.479 -2.770
H -5.604 0.465 -0.792
H -7.724 1.677 -0.086
H -8.853 0.223 -3.545
H -6.093 2.241 -3.199
H -5.596 2.633 -1.549
H -3.365 1.493 -1.983
H -3.690 2.895 -2.992
C 1.775 -1.401 -0.534
C 0.566 -2.317 -0.301
C -0.473 -1.513 0.490
S -0.213 0.207 0.052
O 0.216 0.935 1.227
O -1.332 0.697 -0.720
C 1.197 -0.071 -1.013
H 2.468 -1.816 -1.261
H 2.311 -1.251 0.400
H 0.142 -2.619 -1.261
H 0.845 -3.222 0.236
H -1.490 -1.777 0.227
H -0.321 -1.600 1.564
H 1.881 0.770 -0.915
H 0.821 -0.134 -2.035
C 1.415 -1.291 6.224
C 0.495 -0.293 5.505
C 1.312 0.364 4.385
S 2.553 -0.843 3.908
O 3.860 -0.326 4.228
O 2.266 -1.334 2.583
C 2.111 -2.083 5.122
H 0.860 -1.947 6.894
H 2.156 -0.752 6.819
H -0.357 -0.826 5.077
H 0.100 0.457 6.189
H 0.720 0.608 3.505
H 1.842 1.249 4.731
H 3.012 -2.599 5.444
H 1.429 -2.783 4.640
C 5.233 2.238 -0.866
C 6.702 1.992 -0.494
C 6.933 0.476 -0.522
S 5.761 -0.185 -1.715
O 4.820 -1.022 -1.013
O 6.457 -0.673 -2.877
C 4.964 1.373 -2.093
H 5.037 3.290 -1.072
H 4.584 1.930 -0.043
H 7.350 2.478 -1.225
H 6.944 2.403 0.485
H 7.936 0.205 -0.842
H 6.711 0.012 0.437
H 3.909 1.192 -2.287
H 5.443 1.776 -2.985
*
```

* HOMO level: -0.345 Ha
* structure (SMILES): O=NO[C@H]1[C@H](P(O)O)CCOS1(=O)=O.O=S1(=O)CCCC1.O=S1(=O)CCCC1.O=S1(=O)CCCC1
* total energy: -97845.12852 eV